[1]
Below is a molecular structure, C9H11ClMoN2O2S in a non-equilibrium geometry, with properties calculated with ωB97M-V with the def2-TZVPD basis set.

Structure (XYZ):
```
27
Properties=species:S:1:pos:R:3:forces:R:3
Cl -2.583659 -0.871986 -0.533163 2.1 0.9 0.0
C 0.949691 -1.350566 -2.142858 0.8 0.0 -1.5
C 1.715109 -0.130792 -2.000807 0.2 -0.6 -1.4
C 0.879630 0.975571 -2.371782 -0.7 -0.2 -1.2
H 2.783449 -0.075900 -1.733500 -0.8 0.0 0.1
C -0.427199 0.458057 -2.759076 1.0 -0.2 -1.7
C -0.369403 -0.998786 -2.602526 0.6 0.2 -2.7
H -1.215398 -1.666517 -2.779408 0.5 0.2 0.0
H 1.313721 -2.372359 -1.991321 -0.2 0.5 0.2
H 1.160226 2.045893 -2.408168 -0.2 -0.8 0.3
C -1.626469 1.245331 -3.191455 0.4 -0.2 0.3
Mo -0.126251 -0.159168 -0.768886 -1.6 -0.4 7.7
C 1.500364 0.773856 0.767291 -0.8 -0.7 -2.1
C -0.163530 -1.541876 1.052953 -0.6 -6.2 0.9
O 2.397942 1.240109 1.324724 1.0 0.1 -0.1
O -0.335857 -2.369525 1.890823 0.8 3.9 -3.1
H -1.628738 2.206320 -2.677349 -0.2 0.1 -0.2
H -2.519118 0.681239 -2.932339 -0.1 0.1 -0.1
H -1.577047 1.405028 -4.269264 -0.1 0.0 0.0
N 1.128246 -0.393832 4.034696 -2.2 0.9 -3.2
C 0.007632 0.038703 3.512015 -0.6 0.8 -3.5
N -1.133929 0.378513 4.044717 1.7 -0.6 -2.5
S -0.123710 0.467168 1.605061 -1.2 2.5 6.4
H 1.166987 -0.398302 4.977764 0.6 -0.4 3.9
H 1.913801 -0.660730 3.489434 0.7 -0.1 -0.4
H -1.906889 0.661655 3.477775 -0.4 0.2 -0.1
H -1.179598 0.412907 4.984647 -0.8 0.1 4.1
```
Positions in Å, forces in eV/Å.

Summary:
* HOMO level (alpha / beta): -16.061 / -16.721 eV
* LUMO (alpha / beta): -9.6 / -9.6 eV
* multiplicity: 3
* net charge: +2
* E: -41779.1450 eV

[2]
Below is 6 unconnected molecules or ions with the total composition C24H66ClN9O13P3 in a non-equilibrium geometry, with properties calculated with ωB97M-V with the def2-TZVPD basis set.

Structure (XYZ):
```
116
Properties=species:S:1:pos:R:3:forces:R:3
Cl -0.892294 -0.501633 2.709755 -2.1 2.1 -2.0
O -1.127748 -1.602580 1.831106 0.0 -2.2 -0.2
O -0.419581 -0.898145 3.994072 -0.7 -0.5 1.0
O 0.131818 0.284335 2.106223 1.5 1.2 -0.5
O -2.150854 0.271789 2.665112 1.5 -0.7 1.5
O 4.250565 -5.550584 0.071221 -0.3 -0.3 0.7
P 2.777138 -5.503399 0.001498 -1.9 1.9 1.0
N 2.139144 -3.948444 0.364900 2.5 0.0 -0.3
C 0.762989 -3.589122 0.160935 0.4 -0.9 -0.5
C 2.871662 -2.986409 1.200334 0.5 -0.5 0.4
N 1.902351 -6.547284 1.081091 0.7 1.3 -2.1
C 2.400537 -6.665914 2.403025 0.6 -0.9 0.4
C 0.456771 -6.751657 1.096739 1.2 -0.3 -0.5
N 2.148996 -5.810545 -1.509451 -0.5 -0.9 -1.9
C 2.451556 -4.807235 -2.653667 -0.2 -0.4 1.8
C 2.044401 -7.245447 -1.967950 0.5 0.6 -0.6
H 0.679329 -2.644134 -0.375813 0.0 0.3 0.4
H 0.271086 -3.572568 1.133491 -0.7 0.2 -0.4
H 0.433432 -4.343824 -0.553145 -0.9 -0.1 0.3
H 2.603944 -3.053085 2.254842 -0.6 0.0 0.2
H 2.708773 -1.945018 0.922730 -0.2 -0.1 -0.4
H 3.946537 -3.163444 1.237849 0.0 -0.2 -0.6
H 1.937371 -6.034631 3.161350 -0.2 0.5 -0.1
H 2.085550 -7.689237 2.607191 0.7 -0.3 1.1
H 3.480863 -6.525597 2.439245 0.0 -0.2 0.0
H -0.069466 -6.075664 1.770700 -0.1 0.5 -0.4
H 0.138843 -6.757242 0.054153 -0.6 0.1 0.3
H 0.355636 -7.733014 1.560211 -0.5 -0.4 -0.3
H 2.269279 -5.249418 -3.633127 0.2 -0.3 0.3
H 1.817112 -3.923059 -2.592030 -0.3 -0.2 0.3
H 3.460477 -4.407597 -2.551362 0.2 -0.4 -0.2
H 1.250708 -7.838651 -1.513781 -0.1 0.4 0.2
H 2.946768 -7.854916 -1.919266 0.5 0.3 0.8
H 1.913840 -7.254937 -3.050056 -0.6 0.3 0.0
O -3.147358 3.550354 1.577078 -0.2 0.2 0.1
P -2.336300 4.511136 0.827262 3.5 -1.3 -1.1
N -3.120750 5.808543 0.103800 -0.4 0.1 -1.9
C -3.950735 6.544909 1.007551 -1.2 0.8 0.2
C -3.854345 5.644954 -1.192453 1.2 -0.6 -0.1
N -1.374105 3.670018 -0.415515 -2.6 1.4 -0.1
C -1.530142 2.176631 -0.621824 1.0 0.6 1.5
C -0.401025 4.356325 -1.308950 -0.3 -0.9 1.5
N -1.128335 5.284678 1.785654 -2.8 -0.4 -0.3
C -1.017714 4.974966 3.209020 0.0 -0.3 -0.9
C -0.304877 6.300209 1.226093 0.1 0.4 0.2
H -4.651461 5.874736 1.505489 0.2 0.1 0.8
H -4.620308 7.164736 0.411255 0.1 0.2 -0.1
H -3.416042 7.258047 1.634964 0.1 -0.5 0.4
H -4.393794 6.530244 -1.529132 0.3 0.4 0.6
H -4.596682 4.847022 -1.211224 0.1 -0.2 0.3
H -3.108938 5.458067 -1.965464 -0.1 -0.3 -0.1
H -0.914781 1.829852 -1.451998 0.1 0.4 -0.1
H -1.116508 1.770889 0.301425 0.1 -0.6 -0.1
H -2.500196 1.684939 -0.694891 -0.5 0.9 -0.2
H -0.541967 4.087761 -2.355897 0.1 -0.1 0.0
H -0.353459 5.439980 -1.201675 -0.6 -0.1 0.0
H 0.551066 4.010845 -0.906109 0.6 0.0 -0.7
H 0.012843 5.186177 3.494369 0.0 -0.3 0.2
H -1.689006 5.572081 3.826208 -0.1 0.1 0.1
H -1.260885 3.915918 3.294925 0.1 0.1 0.5
H -0.808404 6.791878 0.393726 0.4 -0.5 -0.5
H 0.640413 5.792633 1.034003 0.5 0.8 -0.7
H -0.148285 7.164725 1.871221 0.2 -0.2 0.7
O 5.250961 1.270019 -3.194611 -0.8 0.2 1.8
P 4.728802 1.650865 -1.836125 -0.2 -0.6 2.1
N 4.803714 3.330328 -1.454275 0.1 -1.0 0.3
C 3.829963 4.185849 -2.187742 0.0 -1.7 -0.3
C 6.109742 3.956389 -1.321193 -0.4 0.9 0.1
N 5.503339 0.736864 -0.508682 0.2 0.7 -1.2
C 6.365067 -0.369259 -0.904446 0.3 0.3 -1.0
C 5.385848 0.955196 0.929039 -0.9 0.8 -0.3
N 3.104224 1.321626 -1.532673 0.6 1.2 -0.3
C 2.328560 0.701440 -2.606602 1.0 0.2 0.6
C 2.375144 1.613533 -0.272842 -0.2 -0.2 -0.8
H 3.817076 5.255416 -1.978044 0.5 -0.2 0.5
H 2.842742 3.764396 -1.998341 -0.1 0.3 0.1
H 4.009868 4.022275 -3.250272 0.0 0.4 -0.3
H 5.993523 4.730327 -0.562500 0.2 0.1 0.2
H 6.344888 4.497890 -2.237481 0.4 -0.2 -0.3
H 6.939107 3.319256 -1.014083 -0.3 -0.3 -0.2
H 5.904116 -0.848879 -1.767910 0.4 -0.2 0.0
H 7.361458 -0.017207 -1.171615 0.2 0.1 -0.4
H 6.598484 -1.130882 -0.160439 -0.8 0.2 0.4
H 5.620404 1.992048 1.169941 0.3 0.0 0.3
H 4.362849 0.810086 1.276187 -0.1 -0.1 0.0
H 5.990657 0.265674 1.517988 0.3 0.1 -0.4
H 2.096598 1.431211 -3.382329 -0.4 -0.1 -0.1
H 3.013699 -0.041576 -3.014787 -0.7 -0.4 -0.4
H 1.438266 0.275486 -2.143956 0.0 -0.2 -0.4
H 2.673884 2.486264 0.307846 0.9 -0.2 -0.1
H 2.364849 0.695250 0.314304 -0.3 0.3 0.4
H 1.357497 1.911098 -0.525708 -0.2 -0.5 -0.1
C -7.278438 -3.593683 0.465830 0.0 0.2 0.7
O -6.898152 -2.375196 1.167124 -0.5 -0.7 -0.9
C -5.963515 -2.439924 2.088075 5.1 3.1 0.9
O -5.415667 -1.409906 2.544918 -2.5 -3.4 -0.6
O -5.401749 -3.679955 2.220567 -2.3 0.2 -0.7
C -4.221218 -3.923232 2.932733 0.6 0.4 0.9
H -6.464356 -4.282529 0.240309 0.2 0.3 0.4
H -7.698347 -3.321557 -0.502533 -0.4 0.3 0.4
H -7.960725 -4.050969 1.182400 -0.3 -0.5 -0.7
H -4.015437 -4.978186 2.751555 0.3 0.2 -0.1
H -4.342729 -3.792623 4.008035 -0.3 0.1 0.1
H -3.414725 -3.248581 2.645445 0.1 -0.1 -0.3
C -5.829422 2.290905 -1.841308 -0.9 -1.1 0.4
O -5.346888 0.919992 -2.123292 -0.3 0.3 -1.2
C -4.862182 0.083021 -1.155739 1.6 4.3 2.2
O -4.857483 0.465059 0.006616 -0.5 -1.9 -1.5
O -4.074893 -0.835012 -1.719278 -1.8 1.2 -2.3
C -3.422716 -1.771971 -0.966582 0.2 -1.3 2.5
H -6.037972 2.845174 -2.756404 0.9 -0.6 -0.6
H -5.233796 2.925595 -1.185188 0.4 -0.8 0.1
H -6.847281 2.242831 -1.454338 0.1 -0.3 0.7
H -2.411743 -1.962343 -1.326863 -0.2 0.3 -0.1
H -3.986311 -2.704713 -0.945020 0.0 -0.3 -0.4
H -3.425038 -1.458123 0.077256 0.6 0.2 0.1
```
Positions in Å, forces in eV/Å.

Summary:
* HOMO level: -5.747 eV
* LUMO: 2.3 eV
* net charge: -1
* E: -106369.9954 eV

[3]
Below is 4 unconnected molecules or ions with the total composition C6H19N2O3 in a non-equilibrium geometry, with properties calculated with ωB97M-V with the def2-TZVPD basis set.

Structure (XYZ):
```
30
Properties=species:S:1:pos:R:3:forces:R:3
C -1.928927 -2.089527 1.889473 0.0 -2.3 -0.6
C -0.635012 -1.492096 1.137842 -1.2 -0.1 1.7
C -0.134869 -2.043150 -0.277702 0.1 -1.7 1.2
C 0.454293 -1.015599 -1.181139 -0.1 -0.6 -1.0
C 1.671259 -0.510373 -0.932709 1.2 2.2 -0.2
N 2.233380 0.636511 -1.624036 -1.1 0.0 1.5
C 2.474434 0.705511 -2.849687 0.4 -0.4 -0.5
N -1.201921 -0.058834 1.162339 3.0 -0.4 -2.2
H -2.930821 -1.840919 1.480638 0.8 0.8 -0.4
H -2.123183 -2.103773 2.976224 1.1 0.9 -0.2
H -2.005953 -3.141270 1.714670 0.5 -1.1 -0.2
H 0.337309 -1.539626 1.708883 -1.5 0.5 0.2
H -0.972669 -2.605973 -0.743685 0.7 0.4 0.1
H 0.774125 -2.785330 -0.135668 -2.3 1.0 0.5
H -0.099714 -1.001204 -2.152947 0.9 1.0 0.8
H 2.296289 -0.665248 0.002348 -1.1 -0.3 -1.1
H 2.767851 1.626188 -3.404269 -0.1 -0.6 0.9
H 2.442570 -0.219623 -3.385819 -0.1 -0.5 -1.0
H -2.134193 -0.055718 0.794815 -0.6 0.0 0.0
H -1.167299 0.340915 2.078177 -0.2 0.2 0.9
H -0.624299 0.595531 0.572236 -0.6 0.1 0.3
H 0.162637 2.394723 -0.553741 -1.2 -1.2 2.5
H -0.771718 2.997163 0.481383 -0.4 0.5 0.8
O -0.297991 2.176071 0.374362 1.8 1.2 -3.3
H -0.226008 1.404843 -2.935298 0.9 0.4 -0.1
H -1.343299 1.562096 -2.056735 0.1 0.6 0.6
O -0.428473 1.887963 -2.123292 -1.2 -0.9 -1.3
H 1.644611 2.677323 3.166496 0.0 -0.3 -0.1
H 0.956992 1.700838 2.084526 0.2 2.1 1.4
O 0.810601 2.462589 2.732320 0.0 -1.6 -0.9
```
Positions in Å, forces in eV/Å.

Summary:
* HOMO level: -12.352 eV
* LUMO: -3.0 eV
* net charge: +1
* E: -15643.4473 eV

[4]
Below is 3 unconnected molecules or ions with the total composition C3H7O2 in a non-equilibrium geometry, with properties calculated with ωB97M-V with the def2-TZVPD basis set.

Structure (XYZ):
```
12
Properties=species:S:1:pos:R:3:forces:R:3
C -1.395125 0.085032 -0.840721 2.2 2.2 0.3
O -2.186858 0.967175 -1.030581 -1.4 0.0 -0.3
H -0.325789 0.363041 -0.831748 0.2 -0.5 -0.2
H -1.611386 -0.904802 -0.540802 -0.9 -1.6 0.2
H -3.105876 -2.233613 -6.672623 -0.1 -1.0 -0.4
C 1.485520 -0.857723 2.183858 -0.1 -1.0 -0.9
C 1.284732 0.185377 1.278137 1.0 0.2 0.3
O 1.672372 0.204137 0.043802 -1.1 0.0 1.1
H 1.427104 -0.813888 3.309518 -0.3 0.1 -1.5
H 1.749544 -1.844510 1.637534 0.0 1.5 1.4
H 0.802070 1.145968 1.704682 0.5 -0.8 -0.4
H -3.070540 -1.558806 -6.439988 0.1 1.0 0.4
```
Positions in Å, forces in eV/Å.

Summary:
* HOMO level: -2.371 eV
* LUMO: 3.9 eV
* net charge: -1
* E: -7317.2749 eV

[5]
Below is 2 unconnected molecules or ions with the total composition C4H13NO in a non-equilibrium geometry, with properties calculated with ωB97M-V with the def2-TZVPD basis set.

Structure (XYZ):
```
19
Properties=species:S:1:pos:R:3:forces:R:3
C -1.399660 0.538687 1.272574 -0.7 0.6 0.0
C -1.401886 0.051217 -0.169663 0.1 -0.2 0.1
C -0.240586 -0.910660 -0.437052 -0.3 0.6 -1.2
C -0.016080 -1.149417 -1.949048 -1.3 0.8 0.5
N -2.666129 -0.640806 -0.490669 -0.1 0.4 -0.2
H -0.821442 1.453988 1.396122 0.4 -0.2 -0.1
H -2.403221 0.843036 1.576985 -0.2 -0.1 -0.1
H -1.073931 -0.198836 1.981859 0.3 -0.5 0.3
H -1.276164 0.944539 -0.791385 0.1 0.0 -0.2
H 0.662190 -0.462692 -0.019209 0.0 -0.4 0.3
H -0.541021 -1.872259 -0.041492 0.4 -0.1 0.8
H -0.785130 -1.824344 -2.308111 0.2 -0.6 -0.1
H -0.272580 -0.238237 -2.501717 0.7 0.1 0.0
H 0.980167 -1.503665 -2.145001 0.2 -0.2 -0.4
H -2.697213 -0.793249 -1.492620 0.2 -0.3 -0.1
H -3.431049 0.017092 -0.374567 -0.1 0.0 0.4
H 5.886367 2.053469 2.914888 -0.3 0.3 0.1
H 6.004722 1.522748 1.537506 -0.2 0.2 -0.3
O 5.492652 2.169382 2.040595 0.5 -0.4 0.2
```
Positions in Å, forces in eV/Å.

Summary:
* HOMO level: -9.461 eV
* LUMO: 1.0 eV
* SMILES string: CC[C@H](C)N.O
* E: -7896.2167 eV

[6]
Below is 2 unconnected molecules or ions with the total composition C20H29N5O4 in a non-equilibrium geometry, with properties calculated with ωB97M-V with the def2-TZVPD basis set.

Structure (XYZ):
```
58
Properties=species:S:1:pos:R:3:forces:R:3
O 1.078436 1.959886 -5.873393 -1.1 -1.7 1.0
O 0.493406 0.142546 6.134359 -0.1 -0.2 -0.3
O 0.569653 -2.354723 1.940714 -0.6 0.4 0.0
N 3.007681 -0.207805 -6.145112 0.5 -0.2 -0.2
N -4.512941 1.062194 -2.691796 0.1 0.0 0.0
O -0.337595 0.500671 -4.799008 1.2 0.0 -0.3
C 0.824537 0.842098 -5.424840 1.1 2.4 -1.3
C 0.978125 0.891798 5.298294 -0.1 -0.1 1.7
C 1.051366 -1.617614 2.793044 -0.6 -0.1 -0.9
C 1.833718 -0.244793 -5.537931 -0.4 -2.9 1.3
C 1.650749 -1.560232 -4.935234 -0.7 1.2 -0.1
C 2.765371 -2.283876 -5.212109 -0.1 0.5 -0.2
C -4.130211 0.286532 -1.665606 0.7 0.3 -0.7
C -3.588113 1.451734 -3.585517 0.4 -0.7 0.9
C -2.806120 -0.123016 -1.496908 0.0 0.1 -0.1
C -1.839657 0.286309 -2.410984 -0.5 0.1 0.0
C -2.238487 1.089077 -3.485446 -0.1 -0.2 0.0
N 3.569942 -1.435891 -5.954567 -0.8 -0.3 0.6
N 2.312366 -1.879244 3.166081 1.2 0.4 0.8
N 0.922551 0.665615 3.984747 -0.1 -0.8 -1.3
C 1.700694 2.144182 5.735612 -0.1 -0.1 -0.1
C 3.050663 -3.698927 -4.801667 0.4 0.3 -0.3
C -1.243340 1.573384 -4.507751 -0.3 0.3 0.1
C 3.134954 -1.297048 4.224973 -0.4 0.1 0.0
C -2.568174 1.751646 1.617954 0.4 0.0 0.2
C -2.741765 0.630487 3.819685 0.6 0.2 0.1
C -1.761401 1.199008 2.792581 -0.3 -0.4 -0.1
C -0.765881 0.134437 2.288097 0.1 0.0 0.2
C 0.192190 -0.447535 3.356158 0.0 0.3 0.1
H 0.779969 -1.886367 -4.375365 0.3 0.1 -0.1
H -4.875516 -0.031764 -0.943111 -0.1 0.1 -0.2
H -3.904929 2.077200 -4.414507 -0.2 -0.1 0.1
H -2.542370 -0.754336 -0.655197 0.0 0.1 -0.1
H -0.802519 -0.017892 -2.292254 -0.2 0.0 -0.1
H 4.485375 -1.699707 -6.322621 -0.6 0.7 0.0
H 2.709922 -2.662187 2.669952 -0.2 0.0 0.0
H 1.360425 1.337134 3.376442 -0.1 0.0 -0.1
H 1.719756 2.179127 6.824527 0.0 0.0 -0.2
H 1.170605 3.015218 5.355212 0.1 0.2 -0.1
H 2.719393 2.130047 5.354466 0.1 0.2 -0.1
H 2.221027 -4.102094 -4.212657 0.2 0.2 -0.2
H 3.187375 -4.328554 -5.686082 0.0 0.0 0.2
H 3.959880 -3.741002 -4.194773 -0.1 -0.1 -0.1
H -1.750895 1.890149 -5.425501 0.1 0.0 0.1
H -0.711341 2.441201 -4.101353 0.2 -0.2 -0.2
H 3.400885 -0.269653 3.974691 0.1 0.0 0.2
H 4.054413 -1.874917 4.332875 -0.2 0.0 -0.1
H 2.598064 -1.324292 5.175816 0.1 0.1 0.0
H -1.895923 2.126672 0.846289 -0.1 0.0 -0.2
H -3.199854 0.969811 1.198831 -0.1 0.0 -0.1
H -3.198777 2.572348 1.959705 -0.1 0.0 -0.1
H -3.470218 1.391641 4.097060 -0.1 -0.1 0.0
H -3.262003 -0.233856 3.407332 -0.1 -0.1 0.0
H -2.204300 0.331101 4.719555 -0.2 -0.1 0.1
H -1.218833 2.030011 3.242993 0.1 0.1 0.1
H -1.343351 -0.680904 1.849833 0.2 -0.1 0.0
H -0.161519 0.572616 1.492706 0.1 0.0 -0.2
H -0.427462 -0.917651 4.120704 0.2 0.1 0.3
```
Positions in Å, forces in eV/Å.

Summary:
* HOMO level: -9.547 eV
* LUMO: 0.4 eV
* SMILES string: Cc1cc(C(=O)OCc2cccnc2)n[nH]1.CNC(=O)[C@H](CC(C)C)NC(C)=O
* E: -36851.5559 eV